No. 1
Formula: C44H52BN8O9SeW
Source: the Open Molecules 2025 dataset
Level of theory: ωB97M-V/def2-TZVPD

Calculated values
- orbital gap (eV) = 6.43
- LUMO (eV) = -4.759
- energy above the lowest of the compared OMol25 structures with the same formula, charge and spin (eV) = 0.000
- maximum force (eV/A) = 2.4
- highest occupied orbital energy (hartree) = -0.411

```
! RIJCOSX wB97M-V def2-TZVPD def2/J DEFGRID3
* xyz 1 1
W -0.2704 -1.7176 0.3341
C 2.1680 -3.9602 -2.4203
C 1.6649 -2.7714 -1.9953
N 0.5732 -3.0113 -1.2520
N 0.4556 -4.3328 -1.0661
C 1.4211 -4.9230 -1.7638
B -0.8361 -4.9122 -0.5818
N -0.8605 -4.7574 0.9365
C -1.0078 -5.6944 1.8912
C -1.4885 -5.0653 3.0169
C -1.4669 -3.7121 2.7089
N -1.1028 -3.5144 1.4592
N -1.9376 -3.9771 -1.1500
C -3.1700 -4.2883 -1.5844
C -3.9687 -3.1973 -1.5255
C -3.1519 -2.1985 -1.0090
N -1.9219 -2.6776 -0.7680
H 2.9286 -3.9977 -3.1580
H 2.0633 -1.7984 -2.2069
H 1.5429 -6.0023 -1.7698
H -1.0171 -6.0245 -0.8985
H -1.0102 -6.7178 1.6503
H -1.7063 -5.4812 3.9798
H -1.6810 -2.8863 3.3707
H -3.3853 -5.2902 -1.8627
H -4.9606 -3.0473 -1.9405
H -3.4193 -1.1799 -0.7807
C -2.8472 4.1345 -3.9167
C -3.9025 3.5559 -2.9695
C -5.0006 2.8061 -3.7223
C -4.5644 4.7357 -2.2968
C -3.2965 2.5298 -1.9861
C -2.4224 1.5393 -2.4634
C -1.8148 0.7314 -1.5613
Se -0.5271 -0.5323 -2.1286
C 1.0877 0.4946 -1.9652
C 1.7185 1.3281 -2.8685
C 2.9879 1.8281 -2.6541
C 3.6683 1.4662 -1.4754
C 3.1218 0.6054 -0.5427
C 1.7990 0.2496 -0.7919
O 1.1583 -0.5728 0.1144
C 3.8401 0.2311 0.7617
C 5.2528 0.9180 0.9227
C 4.0492 -1.2794 0.9712
C 2.9521 0.8020 1.9336
C 3.7384 2.7528 -3.5715
C 3.3195 4.1597 -3.1895
C 3.3036 2.5063 -5.0183
C 5.2462 2.4975 -3.4703
C -2.1182 0.6807 -0.2209
O -1.5149 -0.2552 0.5524
C -2.9819 1.6839 0.3334
C -3.5277 2.5714 -0.5959
C -3.2263 1.8607 1.8357
C -1.9790 2.4365 2.4800
C -4.3716 2.8437 2.0697
C -3.7203 0.5538 2.4364
H -3.2348 5.0043 -4.4217
H -2.6017 3.4038 -4.6920
H -1.9485 4.3712 -3.3230
H -5.6087 3.4971 -4.2746
H -5.6713 2.3335 -3.0078
H -4.6315 2.0428 -4.4501
H -4.9783 5.3916 -3.0638
H -3.9259 5.3045 -1.6671
H -5.4291 4.4352 -1.6803
H -2.1807 1.5203 -3.5049
H 1.2840 1.5208 -3.8200
H 4.6594 1.8329 -1.3216
H 6.0022 0.4909 0.2997
H 5.5623 0.8621 1.9524
H 5.2235 2.0155 0.8206
H 4.9100 -1.6307 0.3961
H 3.1991 -1.8643 0.8026
H 4.3532 -1.4101 2.0380
H 3.0627 1.8528 2.0288
H 3.1875 0.3404 2.9167
H 1.8904 0.5577 1.8879
H 2.2533 4.3224 -3.3946
H 3.8367 4.8808 -3.8079
H 3.5202 4.4369 -2.1403
H 2.2218 2.7541 -5.1113
H 3.4435 1.4804 -5.3346
H 3.8513 3.1579 -5.7434
H 5.6813 2.9630 -2.5860
H 5.7838 2.8873 -4.3384
H 5.3975 1.4411 -3.3916
H -4.2702 3.2759 -0.2892
H -1.7971 3.4212 2.0666
H -1.1577 1.7675 2.2770
H -2.0328 2.4983 3.5489
H -4.1024 3.8874 1.7562
H -4.5699 2.7400 3.1353
H -5.2873 2.5568 1.5607
H -3.0161 -0.2642 2.4896
H -4.6025 0.1799 1.9266
H -4.0924 0.7103 3.4370
O 2.3026 -4.3489 2.1633
C 1.6197 -3.3451 2.1723
O 1.2031 -2.8478 1.0019
C 1.3344 -2.5655 3.3660
C 2.0213 -2.9287 4.4789
C 1.9508 -2.1704 5.6504
C 1.1481 -1.0531 5.6615
C 0.3662 -0.7626 4.5516
C 0.4789 -1.4755 3.3397
O -0.2827 -1.1400 2.3098
N -0.5900 0.3152 4.7010
O -0.2522 1.3817 5.1500
O -1.7300 0.0077 4.3688
N 2.7342 -2.6818 6.8406
O 3.5758 -3.5199 6.5996
O 2.4370 -2.1857 7.9113
H 2.5929 -3.8268 4.5330
H 1.0221 -0.5486 6.6078
*
```


No. 2
Formula: C44H52F9O8V
Source: the Open Molecules 2025 dataset
Level of theory: ωB97M-V/def2-TZVPD

Calculated values
- orbital gap (eV) = 8.81
- LUMO (eV) = -0.320
- energy above the lowest of the compared OMol25 structures with the same formula, charge and spin (eV) = 0.000
- maximum force (eV/A) = 2.7
- highest occupied orbital energy (hartree) = -0.335

```
! RIJCOSX wB97M-V def2-TZVPD def2/J DEFGRID3
* xyz 0 1
O 12.7674 7.5575 12.7680
V 12.4189 9.0098 13.2322
O 11.4701 8.9696 14.4970
C 14.4061 10.3624 14.8244
O 13.8625 11.6474 14.7791
O 14.0833 9.6223 13.7130
C 15.9187 10.5635 14.9605
F 16.6814 9.4556 15.2076
F 16.3167 11.2190 13.8859
F 15.9462 11.3787 16.1187
C 12.7526 11.8405 15.6972
C 11.7018 12.7246 15.1431
H 12.1686 13.5293 14.5514
H 11.0656 12.2117 14.4599
H 11.0616 13.2681 15.7914
H 13.1473 12.2293 16.6193
H 12.2970 10.8819 15.7918
H 14.0534 9.8612 15.7444
F 18.7328 12.8656 12.9567
C 19.7595 12.0031 12.8013
C 20.9502 12.3753 12.2062
C 21.9612 11.4189 12.1751
C 21.7594 10.1770 12.7030
C 20.5287 9.7854 13.2704
C 19.5343 10.7008 13.3174
H 21.1011 13.3900 11.8176
H 22.8787 11.6586 11.6063
H 22.5870 9.5078 12.6405
H 20.3944 8.7560 13.6725
H 18.5608 10.4129 13.7065
F 8.8813 12.5511 13.5589
C 8.7852 13.9106 13.9118
C 7.9012 14.3579 14.8760
C 8.0274 15.6773 15.3119
C 8.9633 16.5150 14.7550
C 9.8219 16.0544 13.7655
C 9.7113 14.7487 13.3388
H 7.1450 13.7108 15.2830
H 7.3632 16.0719 16.0772
H 8.9695 17.5500 15.0612
H 10.6316 16.6688 13.3876
H 10.4479 14.3921 12.5806
F 13.5560 15.7015 12.3610
C 12.8611 15.1434 11.3379
C 12.0857 15.8928 10.4534
C 11.3260 15.2446 9.5111
C 11.4240 13.8508 9.4113
C 12.1588 13.0700 10.3172
C 12.8465 13.7588 11.3263
H 12.1180 16.9844 10.5637
H 10.8367 15.7964 8.7103
H 10.8929 13.3030 8.6052
H 12.0337 11.9805 10.2229
H 13.4482 13.2581 12.0469
F 13.0084 9.2729 22.8406
C 13.6395 9.9307 21.8095
C 14.7052 10.7609 22.0938
C 15.3104 11.4183 21.0527
C 14.7726 11.2880 19.7512
C 13.6739 10.4994 19.4706
C 13.0728 9.8071 20.5402
H 15.0990 10.8695 23.0964
H 16.2228 11.9622 21.2827
H 15.2978 11.6438 18.8610
H 13.3438 10.2682 18.4302
H 12.3136 9.0730 20.4674
F 13.2248 17.4344 16.0259
C 13.1353 16.4410 17.0280
C 14.2745 15.9154 17.5644
C 14.0488 14.9868 18.6383
C 12.7605 14.6970 18.9799
C 11.6407 15.2943 18.4412
C 11.8387 16.2020 17.3901
H 15.2546 16.1322 17.1692
H 14.8550 14.5467 19.1602
H 12.5371 13.9588 19.7583
H 10.5955 15.0971 18.7676
H 11.0503 16.7642 16.8992
F 9.9859 12.8547 19.6843
C 9.6727 11.6995 18.9702
C 9.9745 10.4675 19.4882
C 9.5667 9.3660 18.7717
C 8.9471 9.5078 17.4988
C 8.8387 10.7816 16.9156
C 9.1840 11.8830 17.6972
H 10.4633 10.3489 20.4297
H 9.7275 8.3991 19.1649
H 8.5950 8.5811 17.0419
H 8.3566 10.8564 15.9222
H 8.9790 12.8874 17.4086
C 16.9206 6.4670 14.4750
O 15.5569 6.4346 14.2094
H 17.2175 6.9134 15.4112
H 17.3050 5.4498 14.5067
H 17.5296 6.9174 13.7098
H 15.2534 7.1535 13.6309
C 16.0693 14.8367 13.7517
O 16.7865 15.3770 14.8533
H 16.6826 14.0250 13.4347
H 15.0382 14.6079 14.1125
H 15.9089 15.5177 12.9300
H 16.3995 16.2206 15.1236
C 18.3686 13.7953 17.7173
O 17.1119 14.2632 17.2140
H 18.9392 14.5502 18.3017
H 18.2885 12.9339 18.3655
H 19.0181 13.5504 16.8717
H 17.1698 14.4913 16.2830
C 10.0518 10.5110 11.7347
O 11.4192 10.6053 12.1614
H 9.9169 10.3056 10.6593
H 9.5702 9.7325 12.3083
H 9.5219 11.4183 11.9835
H 11.5199 11.3931 12.6698
*
```


No. 3
Formula: C44H52FN5O2S2Sn
Source: the Open Molecules 2025 dataset
Level of theory: ωB97M-V/def2-TZVPD

Calculated values
- orbital gap (eV) = 7.63
- LUMO (eV) = 0.381
- energy above the lowest of the compared OMol25 structures with the same formula, charge and spin (eV) = 0.000
- maximum force (eV/A) = 0.8
- highest occupied orbital energy (hartree) = -0.266

```
! RIJCOSX wB97M-V def2-TZVPD def2/J DEFGRID3
* xyz 0 1
Sn -0.3053 -0.0032 -0.3357
C 3.3256 1.9066 1.5164
C 1.9005 1.9477 2.0263
C 1.0371 2.9573 1.5990
C 1.5292 4.0620 0.6909
C -0.2999 2.9773 2.0262
C -1.1941 4.0837 1.5135
C -0.7650 1.9821 2.8881
C -2.1594 2.0051 3.4778
C 0.0954 0.9493 3.2869
C -0.4502 -0.1829 4.1285
C 1.4375 0.9633 2.9091
C 2.3914 -0.0618 3.4843
H 3.9744 2.5973 2.0649
H 3.3701 2.1799 0.4621
H 3.7504 0.9102 1.6001
H 1.1404 5.0297 1.0093
H 1.1931 3.9002 -0.3391
H 2.6136 4.1343 0.6859
H -0.9669 5.0388 1.9967
H -2.2489 3.8775 1.6748
H -1.0517 4.2143 0.4393
H -2.6611 2.9564 3.3232
H -2.1140 1.8378 4.5555
H -2.7940 1.2159 3.0633
H -0.4295 0.0512 5.1983
H 0.1183 -1.0986 3.9769
H -1.4846 -0.4014 3.8630
H 3.3913 0.3543 3.5954
H 2.4692 -0.9499 2.8499
H 2.0681 -0.3846 4.4724
C -0.2458 -4.0838 -3.5797
C -0.8303 -2.8069 -2.9616
C -2.3445 -2.9710 -2.7952
C -0.4341 -1.5843 -3.7813
C -0.9756 -1.4482 -5.0528
C -0.5770 -0.4190 -5.8902
C 0.4001 0.4564 -5.4585
C 0.9753 0.3720 -4.1863
C 2.0756 1.4104 -3.9244
C 1.5082 2.8109 -3.6656
C 3.1207 1.0945 -2.8542
C 0.5173 -0.6371 -3.3204
N 1.0082 -0.7220 -1.9775
C 2.1325 -1.4933 -1.7869
C 2.7421 -2.2707 -2.7901
C 3.8758 -3.0341 -2.5448
C 4.4693 -3.0592 -1.2910
C 3.8986 -2.2974 -0.2761
C 2.7731 -1.5604 -0.5447
F 2.2188 -0.8412 0.4738
H -0.4856 -4.9520 -2.9572
H 0.8381 -4.0234 -3.6763
H -0.6674 -4.2570 -4.5738
H -0.4062 -2.6917 -1.9675
H -2.8430 -3.0833 -3.7624
H -2.7790 -2.1140 -2.2813
H -2.5562 -3.8692 -2.2077
H -1.7141 -2.1650 -5.3978
H -1.0089 -0.3145 -6.8786
H 0.7465 1.2369 -6.1296
H 2.6107 1.4630 -4.8766
H 1.0266 2.8535 -2.6918
H 0.7762 3.0998 -4.4234
H 2.3187 3.5442 -3.6751
H 2.6916 1.1324 -1.8504
H 3.9100 1.8481 -2.9114
H 3.5825 0.1163 -2.9945
H 2.3122 -2.2471 -3.7837
H 4.3046 -3.6113 -3.3556
H 5.3543 -3.6521 -1.1022
H 4.3187 -2.2677 0.7222
C -3.8341 1.4738 0.4634
C -3.8860 0.0254 0.8402
N -2.8831 -0.7944 0.7894
C -3.2405 -2.0800 1.1156
C -4.5479 -2.2362 1.4504
S -5.3563 -0.7340 1.3434
C -2.2208 -3.1367 1.0181
C -2.4303 -4.4649 1.2173
S -0.9794 -5.3213 0.9560
C -0.1616 -3.8405 0.6050
N -0.9308 -2.7972 0.6675
C 1.2999 -3.8326 0.2836
H -2.7977 1.8041 0.4061
H -4.3661 2.0894 1.1887
H -4.2975 1.6236 -0.5149
H -5.0679 -3.1324 1.7499
H -3.3434 -4.9730 1.4833
H 1.6948 -4.8468 0.2446
H 1.8501 -3.2725 1.0416
H 1.4855 -3.3491 -0.6777
O -0.6038 2.1197 -1.2097
N -1.3791 2.2789 -2.2080
N -2.0303 1.2319 -2.5022
O -1.9485 0.1262 -1.7983
C -2.9102 1.2470 -3.6426
C -2.7850 2.2348 -4.6083
C -3.6326 2.2102 -5.7021
C -4.5869 1.2090 -5.8335
C -4.6931 0.2268 -4.8595
C -3.8520 0.2396 -3.7559
H -2.0249 2.9959 -4.5033
H -3.5375 2.9716 -6.4655
H -5.2414 1.1935 -6.6955
H -5.4303 -0.5600 -4.9571
H -3.9027 -0.5270 -2.9962
*
```


No. 4
Formula: C44H52Ge2N8O3RbSe
Source: the Open Molecules 2025 dataset
Level of theory: ωB97M-V/def2-TZVPD

Calculated values
- orbital gap (eV) = 6.46
- LUMO (eV) = 2.074
- maximum force (eV/A) = 1.1
- highest occupied orbital energy (hartree) = -0.161

```
! RIJCOSX wB97M-V def2-TZVPD def2/J DEFGRID3
* xyz -1 1
Rb 0.1558 0.3295 0.7216
O 0.7627 1.9082 4.0808
C -0.2568 1.6956 3.3569
N -0.9782 0.6212 3.1909
C -0.7446 -0.4915 4.0281
C -0.8029 -0.3288 5.4155
C -0.6817 -1.3975 6.2850
C -0.4944 -2.6750 5.7709
C -0.4455 -2.8532 4.4002
C -0.5702 -1.7864 3.5045
N -0.6262 -2.1108 2.1318
C 0.4716 -2.2841 1.4548
O 1.6642 -1.9748 1.7321
C 0.2506 -3.0006 0.1291
C 0.5896 -4.3576 0.0736
C 0.4361 -5.0437 -1.1088
C -0.0517 -4.3606 -2.2195
C -0.3703 -3.0286 -2.0684
N -0.2334 -2.3500 -0.9243
C -0.7370 2.9244 2.5845
C -0.7702 4.1284 3.2951
C -1.1887 5.2799 2.6633
C -1.5308 5.2121 1.3185
C -1.4474 3.9851 0.6898
N -1.0781 2.8533 1.2946
H -0.9403 0.6742 5.7999
H -0.7327 -1.2341 7.3551
H -0.3942 -3.5277 6.4325
H -0.3162 -3.8439 3.9791
H 0.9584 -4.8394 0.9703
H 0.6900 -6.0948 -1.1779
H -0.1863 -4.8510 -3.1741
H -0.7660 -2.4610 -2.9078
H -0.4653 4.1199 4.3318
H -1.2357 6.2194 3.2004
H -1.8499 6.0860 0.7665
H -1.7023 3.8966 -0.3588
C 0.7772 3.2188 -3.4879
C -0.0926 2.6982 -2.3451
Ge -0.5795 0.7956 -2.5965
C 1.1149 -0.1457 -2.9437
C 1.2694 -0.5158 -4.4171
C -1.8242 0.8215 -4.1282
C -3.0751 0.7482 -3.6357
Ge -2.8523 0.3448 -1.6906
C -3.7073 1.6325 -0.4645
C -5.1744 1.3302 -0.1614
C -3.4165 -1.4578 -1.1208
C -4.6595 -2.0410 -1.7900
C -4.3112 0.9796 -4.4175
C -4.2802 1.5619 -5.6888
C -5.4432 1.7718 -6.4090
C -6.6747 1.4155 -5.8728
C -6.7261 0.8535 -4.6070
C -5.5567 0.6437 -3.8910
H 1.0342 4.2723 -3.3492
H 0.2640 3.1288 -4.4487
H 1.7143 2.6638 -3.5588
H -1.0252 3.2648 -2.2927
H 0.4258 2.8191 -1.3900
H 1.1915 -1.0292 -2.3177
H 1.9123 0.5274 -2.6201
H 0.5354 -1.2675 -4.7168
H 2.2634 -0.9271 -4.6078
H 1.1344 0.3478 -5.0729
H -1.6215 0.9828 -5.1870
H -3.5996 2.6392 -0.8738
H -3.1256 1.6015 0.4594
H -5.8119 1.4923 -1.0328
H -5.5468 1.9726 0.6400
H -5.3094 0.2982 0.1674
H -3.5516 -1.3971 -0.0371
H -2.5698 -2.1202 -1.2681
H -5.5654 -1.4855 -1.5375
H -4.8161 -3.0733 -1.4675
H -4.5683 -2.0451 -2.8784
H -3.3310 1.8655 -6.1101
H -5.3914 2.2236 -7.3922
H -7.5845 1.5835 -6.4349
H -7.6791 0.5791 -4.1717
H -5.6047 0.2048 -2.9032
C 5.6204 -0.1673 0.9513
N 5.4292 -1.5914 1.1211
C 4.5619 -2.3555 0.3957
Se 3.5417 -1.8445 -0.9980
N 4.5937 -3.5979 0.9530
C 5.4551 -3.6351 2.0316
C 5.8319 -4.6431 2.8985
C 6.7654 -4.3246 3.8785
C 7.3015 -3.0433 3.9795
C 6.9240 -2.0307 3.1048
C 5.9934 -2.3486 2.1325
H 5.0752 0.1405 0.0616
H 6.6824 0.0527 0.8313
H 5.2180 0.3690 1.8116
H 3.9329 -4.3001 0.6696
H 5.4151 -5.6382 2.8204
H 7.0789 -5.0879 4.5782
H 8.0220 -2.8286 4.7574
H 7.3342 -1.0335 3.1867
C 2.2274 4.2413 1.1772
N 2.4802 3.0651 1.9777
C 2.5951 1.8359 1.3900
N 2.7884 0.8004 2.2700
O 2.5640 1.6757 0.1660
H 2.9685 5.0185 1.3808
H 1.2336 4.6507 1.3673
H 2.2956 3.9616 0.1277
H 2.1297 3.0419 2.9308
H 2.3777 0.9368 3.1918
H 2.6196 -0.1368 1.9069
*
```